DFT (wB97M-V/def2-TZVPD) results for a structure of composition C9H21F4N5O12S4V.

Computed properties:
- net charge = 0
- expectation value of S² = 0.794
- frontier orbital gap (alpha / beta) (eV) = 9.09 / 9.41
- total energy (eV) = -121589.62024
- 2S+1 = 2

```
56
Properties=species:S:1:pos:R:3:forces:R:3
O -0.210 -1.738 -0.889 -0.4 2.9 0.7
V -0.363 -0.225 -0.416 0.3 -3.6 -0.7
N -1.560 -0.772 1.173 -0.8 -2.3 3.8
S -1.445 -1.871 2.486 4.6 -4.4 1.1
O -2.578 -2.690 2.872 0.8 2.2 -0.9
O -0.539 -1.414 3.518 -1.4 0.0 -1.6
F -0.580 -2.972 1.659 -0.5 1.0 0.4
S -2.919 -0.241 1.746 -8.1 5.2 -2.2
O -2.993 0.494 3.002 1.2 -2.3 -0.6
O -4.149 -0.904 1.270 2.8 0.0 1.4
F -3.011 1.015 0.787 0.7 0.7 -1.0
N 0.771 0.552 -1.898 -1.9 5.2 -1.2
S 0.637 2.200 -2.485 -3.0 3.9 -1.9
O 0.313 2.363 -3.903 0.8 -1.2 2.8
O 1.581 3.133 -1.901 -0.8 -1.9 -0.4
F -0.741 2.589 -1.808 0.4 -0.6 0.2
S 2.192 0.441 -2.431 8.9 -6.9 -2.0
O 3.342 0.749 -1.566 -2.6 0.5 -1.0
O 2.432 0.519 -3.876 -1.2 1.3 2.6
F 2.163 -1.184 -2.282 0.1 0.5 0.2
C -0.054 2.534 1.617 0.1 -0.7 -0.5
O -0.196 1.747 0.654 0.3 0.0 0.5
N 1.105 3.064 1.993 -0.9 1.1 1.0
C 1.211 3.987 3.160 0.6 -0.8 -0.2
C 2.345 2.791 1.363 1.4 -0.5 -2.1
H -0.920 2.808 2.239 0.2 0.0 -0.2
H 1.987 3.509 3.758 -0.4 0.0 0.7
H 0.268 4.150 3.682 0.1 -0.4 -0.1
H 1.651 4.964 2.963 -0.3 0.0 -0.9
H 2.287 2.092 0.529 -0.7 -0.3 0.2
H 2.734 3.651 0.817 0.0 0.5 0.4
H 3.143 2.383 1.983 -0.3 0.2 0.6
C -2.980 0.304 -2.500 -1.1 -0.2 0.6
O -1.976 0.092 -1.818 0.7 0.1 0.5
N -3.956 -0.578 -2.694 -1.1 -1.2 0.0
C -5.193 -0.250 -3.452 0.2 -0.6 -0.7
C -3.893 -2.026 -2.283 0.0 0.4 -0.2
H -3.236 1.278 -2.945 0.5 0.0 0.1
H -5.200 -0.814 -4.385 0.4 0.1 -0.3
H -5.352 0.796 -3.716 0.6 0.1 0.3
H -6.122 -0.603 -3.005 0.4 0.1 0.9
H -3.763 -2.662 -3.159 0.2 0.2 -0.2
H -3.106 -2.271 -1.570 0.1 0.6 -0.1
H -4.838 -2.359 -1.852 -0.1 0.5 0.2
C 2.686 -1.021 1.198 -0.4 -0.7 -1.3
O 1.491 -0.856 0.865 1.0 0.2 0.7
N 3.340 -2.201 1.221 -0.6 0.5 -0.2
C 4.812 -2.228 1.283 -0.3 -1.0 0.3
C 2.709 -3.516 0.977 0.2 -0.2 -0.2
H 3.395 -0.206 1.412 -0.5 0.2 0.0
H 5.342 -1.276 1.289 -0.6 0.2 -0.2
H 5.149 -2.831 0.440 0.1 0.2 -0.1
H 5.104 -2.777 2.179 0.1 0.0 0.1
H 1.643 -3.595 1.191 0.2 0.7 0.4
H 2.786 -3.870 -0.051 0.3 0.5 -0.3
H 3.256 -4.258 1.558 -0.1 0.1 0.3
```
Forces are in eV/Å.

DFT (wB97M-V/def2-TZVPD) results for a cluster of 4 separate species, C3H5ClN2O6 in total.

Computed properties:
- relative energy (zero: lowest compared OMol25 entry of this formula, charge and spin) (kJ/mol) = 440.3
- net charge = 0
- frontier orbital gap (alpha / beta) (eV) = 6.84 / 8.79
- total energy (eV) = -30972.50284

```
17
Properties=species:S:1:pos:R:3:forces:R:3
C 4.541 -1.632 0.962 -0.1 -0.1 0.1
C 0.371 -0.467 -0.602 -0.4 -0.4 -0.7
C 2.397 1.893 -0.869 -1.4 -1.3 -0.5
N 3.075 1.620 0.259 0.9 0.4 -1.0
N -0.430 -1.237 0.326 -0.3 -0.2 0.0
O 3.923 -1.384 1.893 -0.9 0.4 1.4
O 2.984 2.039 1.370 -0.4 0.4 0.9
O 5.158 -1.923 0.044 1.0 -0.4 -1.4
O 3.907 0.827 -0.260 0.8 -0.7 0.4
O 1.138 0.271 0.238 0.8 1.2 0.3
O 2.103 2.044 -1.971 0.0 0.7 0.5
Cl -2.381 1.775 1.015 -0.1 0.0 -0.1
H -0.293 0.145 -1.233 0.1 -0.1 0.1
H 0.955 -1.153 -1.236 -0.1 0.1 0.1
H -1.031 -0.627 0.872 0.1 0.0 0.0
H -2.020 2.539 1.974 0.1 0.0 0.0
H 0.173 -1.756 0.956 -0.1 0.0 0.0
```
Forces are in eV/Å.

DFT (wB97M-V/def2-TZVPD) results for an isolated molecule of C2H6N2S.

Computed properties:
- relative energy (zero: lowest compared OMol25 entry of this formula, charge and spin) (kJ/mol) = 113.3
- net charge = 0
- frontier orbital gap (eV) = 9.89
- total energy (eV) = -15985.62457
- SMILES = C/N=C/NS

```
11
Properties=species:S:1:pos:R:3:forces:R:3
C -0.023 -1.458 -1.153 -0.7 1.6 -1.3
C 0.077 -0.067 0.626 -0.5 1.1 1.7
H -0.270 -2.144 -0.400 -0.6 -1.3 1.0
H 0.920 -1.745 -1.556 0.9 -0.1 -0.4
H -0.749 -1.447 -1.979 0.2 -0.4 0.3
H -0.018 -0.896 1.352 0.1 0.1 -0.4
H 0.014 1.328 2.236 0.0 -0.6 -0.4
H -0.673 2.780 -0.133 -0.2 0.2 -0.2
N 0.011 -0.104 -0.614 0.4 -1.2 -1.2
N 0.164 1.161 1.248 0.6 1.3 0.4
S 0.548 2.593 0.374 -0.2 -0.7 0.5
```
Forces are in eV/Å.

DFT (wB97M-V/def2-TZVPD) results for an isolated molecule of C3H5NS2.

Computed properties:
- relative energy (zero: lowest compared OMol25 entry of this formula, charge and spin) (kJ/mol) = 177.0
- net charge = 0
- frontier orbital gap (eV) = 9.46
- total energy (eV) = -26350.89835
- SMILES = C=CS/C=N\S

```
11
Properties=species:S:1:pos:R:3:forces:R:3
C 0.638 1.388 0.221 -0.1 -0.1 0.0
C -1.400 -0.468 0.516 -0.3 -0.3 -0.3
C -2.230 -1.375 -0.008 0.7 0.9 0.2
H 2.901 -1.192 -0.009 -0.2 0.0 0.0
H 0.768 2.429 0.496 0.1 0.1 0.0
H -0.978 -0.573 1.512 0.0 0.0 -0.1
H -2.623 -1.241 -1.007 -0.1 -0.1 0.0
H -2.492 -2.238 0.574 -0.2 -0.3 0.0
N 1.654 0.636 0.282 -0.2 -0.1 0.0
S 1.582 -0.996 -0.194 0.1 0.2 0.1
S -1.033 1.064 -0.301 0.1 -0.3 0.1
```
Forces are in eV/Å.

DFT (wB97M-V/def2-TZVPD) results for a cluster of 2 separate species, C5H9N3O in total.

Computed properties:
- relative energy (zero: lowest compared OMol25 entry of this formula, charge and spin) (kJ/mol) = 703.7
- net charge = 0
- frontier orbital gap (eV) = 10.03
- total energy (eV) = -11842.11433

```
18
Properties=species:S:1:pos:R:3:forces:R:3
C 1.753 1.625 -0.348 0.4 1.9 2.5
C 0.559 0.701 -0.110 -2.0 2.7 1.1
C -1.724 0.173 0.101 3.5 1.4 0.0
C -1.294 -1.136 -0.522 1.7 -1.1 0.2
C 0.066 -1.521 0.128 -4.7 -3.4 2.5
H 2.196 2.028 0.753 -0.5 -1.8 -3.0
H 2.464 1.406 -1.188 -0.3 -0.6 1.3
H 1.429 2.593 -0.648 -1.1 0.8 -0.4
H -0.966 -0.953 -1.532 -0.6 0.4 -0.8
H -1.741 -2.103 -0.522 -2.1 0.1 0.2
H 0.480 -2.576 -0.145 -1.3 1.7 1.0
H -0.248 -1.295 1.295 1.6 -1.0 -2.1
H 3.229 -0.092 0.041 -4.2 -3.4 2.1
H 1.980 -0.741 1.589 0.5 0.0 -3.7
N -0.641 1.189 0.377 4.7 -4.0 -2.7
N 0.857 -0.631 -0.430 6.9 3.3 2.2
N 2.212 -0.970 0.478 2.2 3.4 -0.7
O -2.749 0.695 0.238 -4.7 -0.2 0.2
```
Forces are in eV/Å.

DFT (wB97M-V/def2-TZVPD) results for a structure of composition C13H8F5KN2O2Se.

Computed properties:
- relative energy (zero: lowest compared OMol25 entry of this formula, charge and spin) (kJ/mol) = 0.0
- net charge = 0
- frontier orbital gap (eV) = 6.36
- total energy (eV) = -115945.01068

```
32
Properties=species:S:1:pos:R:3:forces:R:3
K 0.796 0.817 -0.414 -0.1 0.1 -0.2
O -4.161 2.194 6.839 -0.1 -0.1 0.0
C -2.824 2.486 7.146 0.1 0.0 -0.1
N -1.879 1.675 6.407 0.0 0.1 0.1
C -1.673 1.919 5.085 -0.1 -0.2 0.0
O -2.229 2.834 4.503 0.0 0.0 0.0
C -0.730 0.996 4.377 0.1 0.0 0.0
C 0.226 0.206 5.008 -0.1 0.1 -0.1
C 1.057 -0.582 4.231 0.0 0.0 0.0
C 0.917 -0.549 2.853 0.0 0.0 0.0
N 0.011 0.212 2.232 0.0 0.0 0.0
C -0.791 0.954 2.989 -0.1 0.1 0.0
H -4.344 2.522 5.951 0.1 0.0 0.0
H -2.687 2.279 8.204 0.0 0.0 0.0
H -2.590 3.530 6.939 0.0 0.0 0.0
H -1.649 0.769 6.776 0.0 0.0 0.0
H 0.346 0.221 6.083 0.0 0.0 0.0
H 1.819 -1.205 4.678 0.0 0.0 0.0
H 1.569 -1.144 2.223 0.0 0.0 0.0
H -1.540 1.556 2.486 0.1 0.0 0.0
F 7.809 -0.078 -3.643 0.1 0.0 -0.1
C 6.840 -0.091 -2.725 -0.1 0.0 0.1
C 7.103 -0.511 -1.432 0.0 0.0 0.0
F 8.338 -0.899 -1.103 0.1 0.0 0.0
C 6.091 -0.527 -0.491 -0.3 0.1 -0.2
F 6.389 -0.937 0.742 0.1 -0.1 0.0
C 4.785 -0.134 -0.793 0.3 -0.1 -0.3
Se 3.434 -0.212 0.500 -0.1 -0.1 0.5
C 4.563 0.286 -2.099 0.2 -0.1 0.3
F 3.329 0.692 -2.468 -0.1 0.0 -0.1
C 5.559 0.309 -3.056 -0.1 0.1 -0.1
F 5.285 0.718 -4.301 0.0 0.0 0.0
```
Forces are in eV/Å.